Density functional theory data (ωB97M-V with the def2-TZVPD basis set) for a 7-piece molecular cluster, C19H35BCl2IO26S6 overall in a non-equilibrium geometry.

## Properties
**Net charge**: -1
**Highest occupied orbital energy**: -5.046 eV

Last column: Mulliken charge in e.
Cartesian coordinates (Å):
C -1.245 -0.046 1.340  -0.438
C -1.319 -1.305 0.900  -0.200
B -2.619 -2.232 1.002  0.443
I -1.786 -4.407 1.417  -0.420
O -3.498 -1.928 2.115  -0.575
C -4.751 -2.441 1.770  -0.990
C -4.830 -2.262 0.247  0.011
C -5.630 -1.077 -0.328  -0.124
Cl -5.203 -1.116 -2.079  -0.210
C -5.266 0.285 0.266  0.919
C -5.944 0.592 1.591  -1.421
Cl -5.812 1.614 -0.850  -0.215
O -3.494 -2.254 -0.173  -0.059
H -2.061 0.665 1.256  0.155
H -0.318 0.328 1.766  -0.149
H -0.413 -1.733 0.475  0.282
H -4.891 -3.492 2.048  0.290
H -5.548 -1.899 2.284  0.330
H -5.279 -3.172 -0.177  0.210
H -6.698 -1.284 -0.281  0.516
H -4.184 0.375 0.327  -0.413
H -7.026 0.489 1.517  0.324
H -5.536 -0.002 2.404  0.316
H -5.748 1.634 1.839  0.423
C -3.585 -3.616 -3.767  -0.160
C -2.354 -3.717 -2.897  0.795
O -1.665 -4.894 -3.426  -0.380
S -1.907 -5.001 -4.977  1.041
O -0.791 -4.447 -5.680  -0.516
O -2.337 -6.318 -5.293  -0.603
O -3.118 -3.989 -5.093  -0.366
H -4.353 -4.328 -3.462  0.347
H -4.001 -2.615 -3.786  0.101
H -2.580 -3.851 -1.842  -0.086
H -1.720 -2.846 -3.027  -0.124
C 3.012 2.533 1.375  -0.298
C 4.131 2.436 2.387  -0.315
O 3.452 2.120 3.618  -0.318
S 2.166 1.216 3.307  1.028
O 2.499 -0.147 3.524  -0.570
O 1.052 1.807 3.954  -0.549
O 2.103 1.486 1.747  -0.109
H 2.491 3.486 1.447  0.249
H 3.349 2.375 0.354  0.328
H 4.688 3.356 2.497  0.310
H 4.812 1.616 2.150  0.294
C 2.021 -4.515 -4.126  -0.035
C 2.330 -3.554 -5.253  -0.304
O 2.506 -2.288 -4.588  -0.334
S 3.144 -2.521 -3.139  0.975
O 4.545 -2.295 -3.194  -0.607
O 2.325 -1.839 -2.204  -0.363
O 2.882 -4.081 -3.051  -0.328
H 0.987 -4.433 -3.799  0.072
H 2.245 -5.547 -4.376  0.317
H 1.521 -3.484 -5.973  0.323
H 3.264 -3.810 -5.758  0.264
C -0.178 0.985 -5.067  -0.439
C 0.606 1.001 -3.775  0.178
O -0.380 1.181 -2.747  -0.262
S -1.725 0.427 -3.188  0.954
O -1.751 -0.867 -2.618  -0.240
O -2.810 1.327 -3.072  -0.658
O -1.357 0.255 -4.740  -0.353
H -0.455 1.994 -5.386  0.279
H 0.347 0.479 -5.873  0.324
H 1.333 1.808 -3.745  0.340
H 1.110 0.049 -3.597  -0.136
C 2.854 7.967 -0.181  -0.306
C 2.770 6.715 -1.030  -0.294
O 4.048 6.085 -0.837  -0.316
S 4.572 6.360 0.642  0.986
O 4.245 5.253 1.471  -0.402
O 5.899 6.846 0.570  -0.571
O 3.568 7.545 0.992  -0.318
H 3.430 8.752 -0.674  0.282
H 1.880 8.352 0.105  0.313
H 2.622 6.923 -2.085  0.314
H 1.990 6.039 -0.676  0.261
C 2.581 -0.297 6.944  -0.277
C 3.362 0.954 7.276  -0.238
O 3.217 1.085 8.701  -0.346
S 3.137 -0.360 9.373  1.079
O 4.416 -0.729 9.865  -0.546
O 2.002 -0.389 10.224  -0.542
O 2.852 -1.186 8.046  -0.321
H 1.508 -0.104 6.915  0.322
H 2.892 -0.754 6.010  0.271
H 2.974 1.839 6.782  0.268
H 4.423 0.840 7.045  0.311